{
  "formula": "C40H56F4N4O7",
  "method": "ωB97M-V with the def2-TZVPD basis set",
  "homo_energy_ha": -0.317,
  "multiplicity": 1,
  "e_tot_ha": -2702.9984,
  "symbols": ["C", "C", "O", "C", "O", "O", "C", "H", "H", "H", "H", "H", "H", "H", "H", "C", "C", "O", "N", "C", "H", "H", "H", "H", "H", "H", "H", "C", "C", "O", "N", "C", "H", "H", "H", "H", "H", "H", "H", "C", "C", "O", "N", "C", "H", "H", "H", "H", "H", "H", "H", "C", "C", "O", "N", "C", "H", "H", "H", "H", "H", "H", "H", "F", "C", "C", "C", "C", "C", "C", "H", "H", "H", "H", "H", "F", "C", "C", "C", "C", "C", "C", "H", "H", "H", "H", "H", "F", "C", "C", "C", "C", "C", "C", "H", "H", "H", "H", "H", "F", "C", "C", "C", "C", "C", "C", "H", "H", "H", "H", "H"],
  "positions_angstrom": [[-4.895008, 1.971803, -2.946167], [-5.412738, 0.785306, -2.260955], [-4.515738, 0.360631, -1.130883], [-4.513643, 1.129628, -0.026392], [-3.849647, 0.858206, 0.931132], [-5.447743, 2.080566, -0.023215], [-5.618057, 2.716820, 1.334183], [-5.462440, 2.308989, -3.813119], [-3.874180, 1.708754, -3.326874], [-4.799463, 2.852609, -2.317153], [-5.390657, -0.155211, -2.830211], [-6.364020, 0.927695, -1.771048], [-5.935998, 1.907164, 2.036438], [-6.388619, 3.443822, 1.210138], [-4.688579, 3.152551, 1.657356], [-1.060349, -0.888719, -1.608185], [0.339474, -0.357301, -1.304015], [1.206219, -0.399910, -2.204966], [0.652164, 0.005253, -0.052067], [-0.148918, -0.290693, 1.120533], [-1.956844, -0.398544, -1.162051], [-1.058959, -1.927651, -1.292237], [-1.244472, -0.918175, -2.697566], [1.661110, 0.194315, 0.061050], [-0.024661, -1.263590, 1.577164], [-1.203576, -0.227801, 0.921584], [0.034921, 0.479115, 1.871403], [0.515459, 4.532676, 3.961863], [-0.217603, 3.212380, 3.816688], [0.384623, 2.179609, 3.556194], [-1.548565, 3.278637, 4.105245], [-2.432586, 2.082819, 3.957291], [1.108238, 4.570265, 3.086049], [1.222812, 4.287920, 4.742531], [-0.070285, 5.420084, 4.028899], [-2.001172, 4.042554, 4.549967], [-1.781905, 1.202013, 4.053867], [-2.912661, 2.089683, 2.950047], [-3.204281, 2.155406, 4.696097], [4.103762, 1.511392, 3.429032], [3.893978, 2.277541, 2.166601], [4.868819, 2.776087, 1.581299], [2.601952, 2.307081, 1.721003], [2.187300, 3.020827, 0.566815], [4.701970, 0.605677, 3.275854], [3.180525, 1.254919, 3.955814], [4.704918, 2.153448, 4.082156], [1.849537, 1.972094, 2.353267], [3.117716, 3.504466, 0.245694], [1.395172, 3.761691, 0.729999], [1.883522, 2.384681, -0.289298], [1.499294, -3.782660, -2.757871], [1.669194, -3.443040, -4.204810], [2.020286, -4.234220, -5.088019], [1.387571, -2.152999, -4.529168], [1.532209, -1.582504, -5.813887], [1.042969, -4.749118, -2.814532], [0.984333, -3.104353, -2.101545], [2.539649, -4.012041, -2.458949], [1.377934, -1.502697, -3.772461], [2.557476, -1.361418, -6.110390], [0.973238, -0.681473, -5.871883], [1.195112, -2.311138, -6.539788], [2.725559, -1.144831, 1.611830], [2.362180, -2.431090, 1.712524], [2.773724, -3.130392, 2.849946], [2.450528, -4.489481, 2.980445], [1.851432, -5.135865, 1.919293], [1.489022, -4.392296, 0.760940], [1.717184, -3.049881, 0.684208], [3.041160, -2.503644, 3.723177], [2.624652, -5.036888, 3.923586], [1.596558, -6.205242, 1.901189], [1.024165, -4.942592, -0.021394], [1.412333, -2.583997, -0.212006], [5.717864, -1.713197, 0.167827], [5.536721, -1.491958, -1.163920], [4.431305, -0.733259, -1.581219], [4.170828, -0.633284, -2.938378], [5.052382, -1.166581, -3.859023], [6.257862, -1.817220, -3.456094], [6.420862, -2.038294, -2.082791], [3.816806, -0.270666, -0.784896], [3.302802, -0.099813, -3.303720], [4.887033, -1.081747, -4.926197], [6.907339, -2.232282, -4.162576], [7.218055, -2.655263, -1.678695], [-3.246276, 4.337792, 0.378437], [-2.515891, 4.099113, -0.741496], [-1.473253, 3.196311, -0.678245], [-0.765198, 2.967118, -1.856739], [-1.099008, 3.569012, -3.065776], [-2.106994, 4.516661, -3.113922], [-2.809474, 4.798118, -1.939920], [-1.279206, 2.692417, 0.260579], [0.076161, 2.265254, -1.922085], [-0.517715, 3.291638, -3.990332], [-2.345258, 4.922971, -4.090178], [-3.661660, 5.503810, -2.004797], [-1.816309, -3.773198, -0.023756], [-2.282281, -3.489122, 1.223089], [-1.761393, -4.193098, 2.304835], [-2.301391, -3.940660, 3.580619], [-3.296720, -2.988747, 3.756093], [-3.799074, -2.287057, 2.670598], [-3.274783, -2.510420, 1.386719], [-0.944411, -4.888700, 2.126284], [-1.946143, -4.430671, 4.462168], [-3.607619, -2.709803, 4.729421], [-4.636833, -1.626578, 2.731041], [-3.747759, -2.064343, 0.539806]],
  "forces_ev_per_a": [[1.883, 0.675, -1.234], [0.099, -1.780, 1.669], [-0.076, 1.299, -0.310], [-1.026, -0.938, -0.183], [0.980, -0.138, 0.365], [-0.169, 1.077, 1.242], [0.035, -2.039, -0.723], [-0.304, -0.404, -0.017], [-0.669, 0.447, 0.247], [-0.015, -0.161, 0.284], [-0.272, 0.628, -0.191], [-0.482, 0.009, -0.327], [0.273, 0.745, -0.556], [-0.424, 0.424, -0.202], [0.191, 0.082, -0.014], [-0.596, 0.369, -0.399], [0.039, -0.799, -1.388], [-0.842, 0.614, 1.089], [0.601, -0.110, -0.056], [-0.232, 0.949, 0.532], [0.936, -0.142, 0.045], [-0.132, -0.232, 0.231], [0.465, 0.181, 0.464], [-0.923, -0.199, 0.181], [0.537, -0.365, -0.109], [-0.481, 0.186, -0.477], [0.138, -0.148, 0.079], [0.236, -1.911, -0.166], [-0.955, 1.224, 1.053], [-0.559, -0.098, -0.302], [-0.386, -2.199, -0.713], [1.134, 0.725, -1.196], [0.755, 0.370, -1.039], [0.129, 0.755, 0.567], [-0.402, 0.469, 0.525], [0.397, 0.873, -0.024], [-0.564, 0.140, 0.088], [0.419, -0.175, 0.665], [-0.307, -0.286, 0.537], [0.208, -0.021, 1.042], [1.016, 0.099, -1.095], [-1.646, -0.373, 0.441], [-0.879, -0.810, 1.274], [0.894, 0.449, -1.435], [-0.220, 0.193, -0.269], [0.046, -0.024, -0.156], [-0.092, -0.114, -0.021], [1.010, 0.340, -0.427], [-0.394, 0.388, -0.266], [0.176, -0.133, 0.215], [-0.009, 0.100, 0.547], [1.563, -1.221, -0.683], [0.000, 0.924, -2.173], [-0.346, 0.145, 1.278], [0.098, -0.232, 1.162], [0.669, -0.951, -1.016], [-0.611, -0.621, 0.438], [-0.048, 0.349, -0.147], [-0.451, 0.354, 0.486], [-0.320, 0.350, 0.671], [0.331, 0.055, 0.220], [-0.630, 0.740, -0.114], [-0.295, 0.012, -0.320], [-0.191, 0.493, 0.052], [1.253, -0.796, 1.036], [-1.194, 0.762, 0.780], [0.147, 0.097, 0.451], [-0.595, 0.095, -1.465], [0.519, -1.616, 2.024], [-0.085, -0.384, -0.552], [0.416, -0.659, -0.661], [0.109, 0.482, -0.613], [0.284, 0.528, 0.361], [-0.353, -0.054, -0.690], [-0.027, 0.955, -0.611], [0.031, 0.117, -0.620], [-0.817, 0.490, -0.655], [0.351, -0.392, 1.342], [0.132, 0.295, -0.180], [1.858, -0.642, -0.214], [-2.940, 0.781, 1.715], [0.421, -0.124, 0.149], [0.252, -0.342, -0.770], [-0.005, -0.040, 0.245], [-0.226, 0.131, 0.061], [0.909, -0.482, -0.871], [0.108, 0.149, -0.190], [0.148, 0.101, -0.383], [0.088, 0.785, -1.314], [-0.205, 0.138, -0.239], [0.597, -0.691, -0.521], [0.909, -0.274, -0.578], [-0.021, -0.592, 0.441], [-0.879, 0.113, 0.305], [0.194, -0.086, -0.079], [-0.421, 0.193, 0.499], [-0.725, 0.385, 1.143], [-0.258, 0.389, 0.324], [0.652, -0.489, 0.397], [-0.123, 0.160, 0.379], [-0.377, 0.459, 0.613], [-0.331, 0.232, 0.166], [0.144, 0.452, -0.863], [0.377, 0.242, -0.798], [0.739, -0.659, -1.196], [0.090, -1.225, 0.637], [-0.260, 0.044, 0.179], [0.402, -0.405, 0.178], [-0.451, -0.126, 0.849], [-0.204, 0.493, 0.343], [0.057, 0.403, -0.492]]
}

***

{
  "formula": "C4H5Cl",
  "method": "ωB97M-V with the def2-TZVPD basis set",
  "homo_energy_ha": [-0.284, -0.382],
  "e_above_lowest_kcal_mol": 20.13,
  "multiplicity": 3,
  "e_tot_ha": -615.3974,
  "symbols": ["C", "C", "C", "C", "Cl", "H", "H", "H", "H", "H"],
  "positions_angstrom": [[-0.059528, 2.239258, 0.173609], [-0.032210, 1.075731, 0.009465], [0.823133, -1.227480, 0.202786], [-0.181771, -0.227366, -0.376836], [-2.926147, -0.347551, 0.161248], [0.050991, 3.237495, 0.418142], [0.427274, -2.236171, 0.006793], [1.231188, -0.843075, 1.183530], [1.563776, -1.198755, -0.557776], [-0.896710, -0.472090, -1.220958]],
  "forces_ev_per_a": [[0.252, 3.558, 0.934], [-0.911, -3.958, -1.504], [-1.466, 0.767, -0.932], [0.550, -0.847, 0.078], [-0.507, 0.022, 0.135], [-0.009, 1.254, 0.206], [0.095, 0.089, 1.355], [-0.624, -1.147, -1.013], [1.575, 0.100, -0.383], [1.045, 0.162, 1.124]]
}

***

{
  "formula": "C2H6N2S2",
  "method": "ωB97M-V with the def2-TZVPD basis set",
  "homo_energy_ha": -0.299,
  "e_above_lowest_kcal_mol": 69.01,
  "multiplicity": 1,
  "e_tot_ha": -985.5735,
  "symbols": ["C", "C", "H", "H", "H", "H", "H", "H", "N", "N", "S", "S"],
  "positions_angstrom": [[0.197622, 1.111847, -3.099291], [-0.864908, -0.303258, 0.126432], [0.443438, 2.154066, -3.631921], [-1.066454, 1.025787, -3.004225], [0.500615, 0.236441, -3.833120], [-1.716311, -0.936636, -0.054632], [0.721935, 0.543874, 1.459177], [-1.081679, -0.546625, 3.316067], [-0.413150, 0.013219, -1.028231], [-0.127356, -0.284859, 1.356895], [0.861349, 0.989079, -1.348713], [-0.237242, -1.328264, 2.679036]],
  "forces_ev_per_a": [[-1.997, 0.883, -2.111], [2.330, -1.505, -0.233], [-0.336, -2.331, 1.307], [3.858, 0.414, -0.135], [-0.294, 1.733, 1.791], [-0.582, -0.275, 1.407], [-3.399, -3.257, -0.730], [-0.561, 0.075, 0.907], [-1.521, 0.116, 1.784], [2.628, 3.577, -0.872], [0.019, 0.377, -2.209], [-0.145, 0.192, -0.906]]
}

***

{
  "formula": "C25H25BN8O2Os",
  "method": "ωB97M-V with the def2-TZVPD basis set",
  "homo_energy_ha": [-0.466, -0.466],
  "total_charge": 2,
  "multiplicity": 5,
  "e_tot_ha": -1670.9928,
  "symbols": ["H", "N", "B", "N", "C", "Os", "H", "C", "H", "C", "H", "C", "H", "H", "H", "N", "N", "N", "N", "C", "C", "H", "H", "C", "C", "C", "C", "H", "H", "H", "H", "H", "O", "C", "N", "C", "C", "O", "N", "C", "C", "C", "C", "C", "C", "C", "C", "C", "C", "C", "C", "H", "H", "H", "H", "H", "H", "H", "H", "H", "H", "H"],
  "positions_angstrom": [[0.496826, -2.303008, 3.422753], [0.458574, -2.216305, 1.281067], [1.401510, -2.347774, -1.204468], [1.370598, -2.715179, 0.300794], [2.130571, -3.663917, 0.884493], [-1.478592, -2.023723, 1.113922], [2.821875, -4.256000, 0.282573], [1.921728, -3.635316, 2.267023], [2.456780, -4.185135, 3.021151], [0.917830, -2.681579, 2.506397], [1.869393, -3.295532, -1.794194], [-0.783871, 3.745494, -1.379229], [-1.704589, 4.252138, -1.068433], [-0.917445, 2.671590, -1.207668], [-0.645037, 3.917161, -2.449611], [2.395528, -1.153263, -1.738100], [-0.097164, -2.258092, -1.587825], [2.317626, 0.165664, -1.308225], [-1.127536, -1.711980, -0.758039], [3.435204, -1.269040, -2.638301], [-0.695543, -2.820628, -2.652686], [3.703513, -2.211204, -3.115105], [-0.123769, -3.420881, -3.358312], [4.012416, 0.000025, -2.780548], [-2.036960, -2.448179, -2.677454], [3.279489, 0.859126, -1.926235], [-2.273903, -1.688933, -1.531578], [4.830592, 0.307997, -3.391197], [-2.762251, -2.631542, -3.450942], [3.411095, 1.918741, -1.747263], [-3.148498, -1.159822, -1.202834], [0.016341, 4.105162, -0.850312], [-1.195223, -0.705023, 4.021340], [-1.789837, 0.018343, 3.235235], [-2.320238, 1.293347, 3.439178], [-3.177212, 1.775868, 2.361157], [-2.701813, 0.809215, 1.247198], [-2.785674, 0.945681, 0.037926], [-2.004635, -0.231965, 1.854048], [-4.664406, 1.550983, 2.720450], [-5.488739, 0.759983, 1.923405], [-6.814931, 0.490974, 2.305912], [-7.340421, 1.037198, 3.477327], [-6.534258, 1.880517, 4.252856], [-5.213147, 2.151137, 3.864703], [-2.859585, 3.234042, 2.043502], [-3.840596, 4.182236, 1.709172], [-3.475285, 5.518348, 1.479679], [-2.133969, 5.902085, 1.603296], [-1.153198, 4.962087, 1.953364], [-1.530227, 3.631640, 2.168304], [-2.316111, 1.671665, 4.374662], [-5.102495, 0.365969, 0.981927], [-7.434315, -0.157039, 1.680839], [-8.372065, 0.831978, 3.779030], [-6.939329, 2.329555, 5.163605], [-4.622260, 2.842271, 4.469574], [-4.890025, 3.883125, 1.631245], [-4.248431, 6.249053, 1.201460], [-1.850806, 6.941670, 1.432070], [-0.099691, 5.248961, 2.052366], [-0.775710, 2.895809, 2.450514]],
  "forces_ev_per_a": [[-0.211, -0.121, 0.091], [2.388, -0.953, 0.162], [1.890, 0.735, -1.416], [-0.677, -0.968, 1.278], [-0.339, 1.645, -0.301], [1.662, 0.873, -0.311], [-0.186, 0.355, 0.254], [-0.900, 1.032, 0.798], [0.019, -0.074, -0.039], [1.045, -1.568, -1.556], [-0.314, 0.011, 0.225], [-2.327, -1.028, -1.373], [0.101, -0.007, -0.074], [0.127, 0.191, -0.018], [0.023, -0.015, 0.204], [-0.746, 0.325, 0.864], [-1.688, -0.768, 0.592], [-0.294, -0.449, 0.087], [0.056, 0.070, -2.147], [0.049, 1.044, 0.224], [0.777, 1.193, 0.765], [-0.187, 0.328, 0.240], [-0.064, 0.392, 0.158], [-0.793, -0.760, 0.465], [-1.153, 0.975, 0.608], [-0.656, -1.833, 0.010], [1.159, -1.609, -1.063], [0.331, -0.184, -0.311], [0.085, -0.128, -0.071], [-0.079, -0.200, 0.021], [-0.164, -0.011, 0.136], [2.069, 0.858, 1.279], [-0.915, 0.726, -1.303], [-0.130, 0.971, -0.038], [0.749, -0.836, 0.562], [-0.602, 0.055, 0.696], [1.016, -0.114, -1.732], [-0.572, 0.005, 1.734], [-1.131, 0.321, 0.802], [-0.429, 0.121, -0.217], [-0.208, -0.130, 0.045], [0.151, 0.048, -0.032], [0.331, 0.106, -0.072], [0.236, 0.026, -0.215], [-0.214, -0.142, 0.157], [0.162, -1.135, 0.368], [-0.850, 2.151, -0.767], [-1.544, -1.427, 0.019], [-0.155, 0.857, -0.159], [0.679, -2.240, 0.528], [1.988, 1.712, -0.062], [-0.275, -0.020, 0.021], [-0.213, -0.027, 0.254], [0.225, 0.268, 0.184], [0.447, 0.046, -0.136], [0.202, -0.103, -0.355], [-0.062, -0.237, -0.043], [0.425, 0.081, -0.003], [0.488, -0.382, 0.193], [-0.069, -0.254, 0.013], [-0.528, -0.061, -0.072], [-0.205, 0.262, -0.150]]
}

***

{
  "formula": "C2H4N2O",
  "method": "ωB97M-V with the def2-TZVPD basis set",
  "homo_energy_ha": [-0.262, -0.413],
  "e_above_lowest_kcal_mol": 40.02,
  "multiplicity": 3,
  "e_tot_ha": -263.1307,
  "symbols": ["C", "C", "N", "N", "O", "H", "H", "H", "H"],
  "positions_angstrom": [[-1.041274, -0.154920, 0.600648], [1.255260, 0.249979, -0.370167], [-2.362879, 0.322095, 0.075472], [-1.827197, -0.553797, -0.598378], [0.178075, 0.653215, 0.509009], [-0.974217, -0.916871, 1.452149], [2.197862, 0.506666, 0.167549], [1.213368, 0.747616, -1.347878], [1.361002, -0.853982, -0.488400]],
  "forces_ev_per_a": [[3.354, 0.134, 0.737], [0.807, -0.754, 0.549], [-0.782, 2.180, 1.959], [1.524, -1.983, -1.820], [-2.935, -1.824, -0.098], [-0.353, 1.441, -1.197], [-0.781, 0.282, -0.436], [-0.183, -0.155, 0.366], [-0.651, 0.680, -0.059]]
}